Record 1
Formula: CH3N3P2
Source: OMol25
Level of theory: ωB97M-V with the def2-TZVPD basis set

The total energy is -886.73088 a.u. The calculation puts the relative energy (zero: lowest compared OMol25 entry of this formula, charge and spin) at 29.5 kcal/mol. For the orbital gap, the calculation gives 8.0 eV.

Cartesian coordinates (Å):
1 C 1.18990 -0.79824 -1.04299
2 N 1.09700 0.46592 -1.22238
3 N 0.83239 1.45936 -0.54531
4 N -0.28560 1.94281 -0.27050
5 P 0.54905 -1.57657 0.45898
6 P -1.25872 -0.64209 0.36750
7 H 1.70865 -1.37812 -1.79470
8 H -0.22055 2.83763 0.23388
9 H -1.69567 -1.08909 1.63008

---

Record 2
Formula: C21H17Cl7N2O3SSm
Source: OMol25
Level of theory: ωB97M-V with the def2-TZVPD basis set

The total energy is -5423.06401 a.u. Its net charge is +1. The calculation puts the relative energy (zero: lowest compared OMol25 entry of this formula, charge and spin) at 43.3 kcal/mol. The expectation value of S² is 8.760. For the orbital gap (spin up / spin down), the calculation gives 7.4 / 7.4 eV. Its spin multiplicity is 6.

Cartesian coordinates (Å):
1 Sm 0.98497 -0.58095 0.33122
2 Cl 2.29787 1.95575 6.88762
3 C 1.90537 1.77445 5.22312
4 C 2.36987 0.65615 4.54702
5 C 2.03677 0.48665 3.21582
6 Cl 2.64107 -0.91675 2.36182
7 C 1.22247 1.39515 2.50702
8 O 0.83467 1.21855 1.27372
9 C 0.80067 2.52015 3.24922
10 Cl -0.19853 3.63255 2.41042
11 C 1.12307 2.72315 4.57352
12 H 2.97637 -0.07355 5.06122
13 H 0.76427 3.59435 5.09992
14 Cl -0.46873 -1.44725 2.45212
15 C -2.16743 -1.64985 2.14012
16 C -2.93083 -2.31805 3.08142
17 C -4.28183 -2.51385 2.85862
18 C -4.87193 -1.99015 1.71992
19 C -4.10873 -1.29375 0.80202
20 Cl -4.86093 -0.59515 -0.57838
21 C -2.72513 -1.14315 0.96452
22 S -1.76033 -0.44935 -0.31688
23 H -2.45653 -2.68155 3.97732
24 H -4.87003 -3.06985 3.57142
25 H -5.92453 -2.12745 1.53682
26 Cl 3.31377 -2.76145 -6.30498
27 C 3.03157 -2.11145 -4.73388
28 C 3.66427 -0.90525 -4.38128
29 C 3.47837 -0.37455 -3.13518
30 Cl 4.20727 1.10915 -2.68098
31 C 2.67257 -1.02205 -2.14208
32 O 2.59457 -0.55345 -0.95948
33 C 2.00647 -2.23605 -2.54468
34 C 1.18917 -2.95205 -1.63038
35 O 0.85127 -2.57715 -0.48508
36 C 2.21147 -2.75435 -3.84738
37 H 4.29687 -0.41195 -5.10168
38 H 0.82487 -3.93275 -1.96928
39 H 1.71357 -3.66925 -4.12548
40 N -2.29883 2.41175 -1.21558
41 C -1.61703 2.52015 -2.53528
42 C -0.08853 2.39125 -2.40388
43 N 0.31807 1.17845 -1.72298
44 H -3.27443 2.71335 -1.29308
45 H -1.82713 2.98575 -0.50698
46 H -2.29393 1.37395 -0.85798
47 H -1.85453 3.48295 -2.98938
48 H -2.00573 1.72125 -3.16938
49 H 0.31637 3.23665 -1.84358
50 H 0.34297 2.41425 -3.40718
51 H -0.07843 0.36445 -2.20368
52 H -0.02663 1.25195 -0.75978

---

Record 3
Formula: C3H2Br2O
Source: OMol25
Level of theory: ωB97M-V with the def2-TZVPD basis set

The total energy is -5338.73797 a.u. The calculation puts the relative energy (zero: lowest compared OMol25 entry of this formula, charge and spin) at 7.8 kcal/mol. For the orbital gap, the calculation gives 9.1 eV. Its SMILES is O=C(Br)/C=C/Br.

Cartesian coordinates (Å):
1 O -0.41926 1.11067 1.73057
2 C 0.36104 0.47429 1.13045
3 Br 2.40513 0.68895 2.00563
4 C 0.22669 -0.31366 -0.11791
5 C -0.92040 -0.36969 -0.80919
6 Br -0.77122 -0.94230 -2.60772
7 H 1.05288 -0.64309 -0.67961
8 H -1.93485 -0.00516 -0.65222

---

Record 4
Formula: C3H8N3
Source: OMol25
Level of theory: ωB97M-V with the def2-TZVPD basis set

The total energy is -282.96525 a.u. Its net charge is +1. The calculation puts the relative energy (zero: lowest compared OMol25 entry of this formula, charge and spin) at 124.6 kcal/mol. For the orbital gap, the calculation gives 9.8 eV.

Cartesian coordinates (Å):
1 C -1.00120 0.88089 -1.17678
2 C -0.64362 -0.09269 -0.00243
3 C 1.35547 -0.89043 1.21219
4 N 1.39724 0.80691 -0.47778
5 N 0.19890 1.10225 -1.79755
6 N 0.82412 -0.00136 0.16383
7 H -1.39210 0.38688 -2.03781
8 H -1.63908 1.73701 -0.72034
9 H -1.16941 0.11754 0.95209
10 H -0.78803 -1.07261 -0.25667
11 H 1.14044 -1.93363 0.81545
12 H 0.89502 -0.83995 2.11673
13 H 2.41715 -0.78456 1.07628
14 H 0.41928 2.03152 -2.10561

---

- Among the records above, which one has the highest relative energy (zero: lowest compared OMol25 entry of this formula, charge and spin)?
  C3H8N3